# 1
{
  "formula": "C48H52F10N4OP2SZr",
  "method": "the ωB97M-V functional and the def2-TZVPD basis",
  "elements": ["Zr", "F", "C", "C", "F", "C", "F", "C", "S", "C", "F", "C", "F", "C", "C", "C", "C", "C", "C", "P", "C", "C", "C", "C", "C", "C", "C", "C", "C", "C", "C", "C", "C", "C", "C", "C", "H", "H", "H", "H", "H", "H", "H", "H", "H", "H", "H", "H", "H", "H", "H", "H", "N", "P", "N", "C", "C", "C", "C", "C", "N", "C", "C", "C", "C", "C", "N", "C", "C", "C", "C", "C", "H", "H", "H", "H", "H", "H", "H", "H", "H", "H", "H", "H", "H", "H", "H", "H", "H", "H", "H", "H", "H", "H", "H", "H", "H", "H", "H", "H", "H", "H", "C", "C", "C", "O", "H", "H", "H", "H", "H", "H", "F", "C", "F", "C", "F", "F", "F"],
  "xyz": [[-0.32350, 0.06965, 0.93079], [4.93918, 0.32631, 5.61730], [4.08762, -0.19616, 4.72961], [3.49280, 0.60772, 3.77484], [3.77070, 1.91132, 3.72686], [2.62283, 0.02456, 2.87805], [2.03069, 0.81243, 1.95009], [2.30409, -1.31912, 2.86606], [1.21839, -1.98369, 1.64116], [2.91774, -2.09165, 3.83847], [2.67854, -3.40704, 3.91314], [3.79476, -1.54615, 4.76023], [4.36903, -2.32309, 5.68629], [-7.13916, 0.58508, 2.75092], [-6.53118, -0.19477, 3.72116], [-5.23616, -0.67151, 3.53787], [-4.53530, -0.36068, 2.37970], [-5.16072, 0.41157, 1.40122], [-6.45042, 0.88292, 1.58033], [-2.87574, -0.99240, 1.95767], [-2.36832, -2.06842, 3.34837], [-1.90076, -3.35857, 3.12103], [-1.34636, -4.09990, 4.15551], [-1.24904, -3.56057, 5.42829], [-1.70325, -2.26850, 5.66452], [-2.24811, -1.52479, 4.62948], [-3.29908, -2.18213, 0.64351], [-4.47916, -2.87528, 0.62298], [-4.71588, -3.86761, -0.35174], [-3.73895, -4.17022, -1.25600], [-2.49934, -3.48427, -1.24596], [-1.45495, -3.87524, -2.12217], [-0.24484, -3.25802, -2.04895], [-0.05806, -2.17817, -1.15480], [-1.04085, -1.69585, -0.31572], [-2.27895, -2.43196, -0.31952], [-8.14759, 0.94993, 2.89845], [-7.06529, -0.44457, 4.62901], [-4.78891, -1.29638, 4.29781], [-4.63701, 0.60736, 0.47527], [-6.92402, 1.47339, 0.80539], [-1.95119, -3.79036, 2.12866], [-0.97255, -5.09599, 3.95635], [-0.80619, -4.13695, 6.23059], [-1.61590, -1.83064, 6.65080], [-2.55646, -0.50384, 4.81984], [-5.24129, -2.67896, 1.37022], [-5.65834, -4.40030, -0.35998], [-3.89022, -4.95587, -1.98815], [-1.62982, -4.68865, -2.81764], [0.57734, -3.58337, -2.67766], [0.91423, -1.72775, -1.13933], [0.69025, 1.04622, -0.48895], [1.61526, 0.84081, -1.73450], [0.78574, 0.20025, -3.01595], [1.39385, -0.30039, -4.25680], [0.75738, 0.35726, -5.47186], [-0.71855, -0.05255, -5.57978], [-1.31658, -0.29388, -4.18409], [-0.63755, 0.57221, -3.13699], [2.97664, -0.08482, -1.59987], [3.10705, -1.51541, -1.90604], [4.49724, -1.79366, -2.45768], [5.56982, -1.35798, -1.46233], [5.35973, 0.09536, -1.04483], [3.93606, 0.31034, -0.55001], [2.28809, 2.31834, -2.12893], [1.67367, 3.56587, -1.67417], [2.58638, 4.76383, -1.96599], [4.04546, 4.34175, -1.88159], [4.34650, 3.36011, -3.01656], [3.12640, 2.47185, -3.31457], [1.25629, -1.38790, -4.33454], [2.46612, -0.12186, -4.24226], [1.30638, 0.07486, -6.37191], [0.85106, 1.44192, -5.36913], [-0.80596, -0.96147, -6.17860], [-1.27921, 0.72251, -6.10590], [-1.20173, -1.33936, -3.88816], [-2.38742, -0.08286, -4.18143], [-1.11439, 0.43839, -2.16932], [-0.74296, 1.63130, -3.41580], [2.34729, -1.82148, -2.61357], [2.95495, -2.10218, -0.99098], [4.62167, -1.24711, -3.40042], [4.58878, -2.85956, -2.68069], [6.56543, -1.49774, -1.88784], [5.50833, -1.99677, -0.57414], [5.54133, 0.75383, -1.90032], [6.06310, 0.37636, -0.25798], [3.76907, 1.34915, -0.27181], [3.75288, -0.30724, 0.33669], [1.51734, 3.48595, -0.60219], [0.69416, 3.72394, -2.14390], [2.35862, 5.55988, -1.25568], [2.38512, 5.16538, -2.96443], [4.22538, 3.86417, -0.91451], [4.70933, 5.20485, -1.93956], [5.20606, 2.73990, -2.75725], [4.61379, 3.90895, -3.92369], [3.46782, 1.49215, -3.63717], [2.53662, 2.89442, -4.13860], [-1.39197, 3.65615, 0.09879], [-2.38912, 2.56929, -0.07908], [-3.75773, 2.94002, -0.56771], [-2.15545, 1.39607, 0.20078], [-1.45293, 4.35927, -0.73319], [-0.40124, 3.24222, 0.20669], [-1.66220, 4.20084, 1.01085], [-3.83727, 4.00425, -0.77622], [-4.48917, 2.66176, 0.19042], [-3.98232, 2.37087, -1.47220], [-0.25214, 2.15515, 2.08862], [-0.04524, 1.74266, 3.47659], [-0.24820, 0.27027, 3.18902], [-1.37505, 2.12367, 4.10620], [-2.50837, 1.79719, 3.43396], [-1.38852, 3.46004, 4.23660], [-1.47620, 1.55950, 5.31620]],
  "atomic_forces_ev_per_a": [[1.04, 0.36, -0.51], [-0.06, -0.02, -0.06], [0.11, 0.08, 0.11], [-0.02, 0.07, -0.05], [-0.04, -0.08, -0.02], [-0.12, 0.29, -0.11], [0.28, 0.08, 0.07], [-0.19, -0.13, -0.22], [-0.17, 0.37, 0.10], [0.05, -0.25, 0.16], [-0.01, 0.09, -0.03], [0.03, -0.14, 0.07], [-0.05, 0.05, -0.08], [0.03, 0.00, -0.02], [0.05, -0.01, 0.02], [-0.06, 0.06, 0.02], [0.00, 0.03, -0.01], [-0.05, -0.01, -0.01], [0.03, -0.02, 0.04], [0.11, -0.50, 0.06], [0.01, 0.10, 0.02], [-0.07, -0.12, -0.05], [0.00, 0.02, -0.01], [-0.01, 0.04, -0.01], [-0.01, -0.03, -0.05], [0.02, 0.06, 0.00], [0.12, 0.16, -0.03], [-0.17, -0.11, 0.01], [0.03, 0.07, 0.04], [0.03, 0.05, 0.04], [-0.01, -0.11, -0.09], [-0.06, -0.01, 0.00], [-0.01, 0.07, 0.04], [-0.28, -0.09, -0.16], [-0.20, -0.39, -0.02], [0.10, 0.11, -0.01], [0.01, 0.00, 0.00], [0.00, 0.00, 0.00], [0.04, -0.01, 0.02], [0.02, -0.04, 0.00], [0.00, 0.00, 0.00], [0.00, 0.02, 0.02], [-0.01, 0.01, 0.00], [-0.01, 0.01, 0.00], [0.00, 0.00, -0.01], [-0.02, -0.06, -0.01], [0.05, 0.01, -0.03], [0.01, 0.01, 0.01], [0.00, 0.01, 0.01], [-0.01, 0.00, 0.02], [0.00, 0.00, 0.00], [0.05, 0.09, 0.02], [-0.48, -0.84, 0.24], [-0.09, 0.57, 0.41], [-0.17, -0.17, -0.30], [-0.05, 0.04, 0.02], [-0.01, 0.01, -0.02], [0.01, 0.00, 0.02], [0.01, -0.01, -0.05], [0.05, -0.06, -0.01], [0.28, -0.37, 0.04], [0.09, 0.13, 0.12], [0.04, 0.02, -0.05], [-0.01, -0.02, 0.01], [-0.02, -0.03, -0.01], [-0.02, -0.05, -0.21], [0.10, 0.16, -0.04], [0.06, 0.01, -0.05], [-0.04, 0.00, -0.01], [-0.01, -0.02, 0.00], [0.01, -0.01, -0.01], [0.00, 0.04, 0.10], [-0.02, 0.01, 0.02], [0.03, -0.02, 0.05], [0.00, 0.01, -0.01], [-0.01, 0.00, 0.00], [-0.01, 0.00, 0.00], [0.00, 0.01, 0.00], [0.00, 0.02, 0.01], [0.00, -0.02, 0.00], [0.01, -0.02, 0.03], [0.01, 0.03, 0.02], [-0.07, 0.01, -0.08], [0.01, 0.00, 0.04], [0.00, -0.02, 0.02], [0.01, 0.01, 0.00], [0.01, 0.00, 0.01], [0.00, 0.01, -0.01], [0.00, -0.01, 0.03], [0.01, 0.00, 0.00], [-0.05, 0.02, -0.03], [0.01, -0.01, 0.05], [-0.02, -0.05, 0.09], [-0.06, 0.01, 0.01], [-0.01, 0.01, -0.01], [0.01, -0.01, 0.01], [-0.01, 0.01, 0.00], [0.01, 0.01, 0.01], [0.00, 0.02, 0.00], [0.00, -0.01, 0.00], [0.00, -0.03, 0.00], [-0.01, 0.02, -0.02], [-0.08, 0.08, -0.05], [-0.05, -0.16, 0.21], [0.01, 0.08, -0.13], [-0.01, 0.07, -0.22], [0.00, -0.01, 0.01], [0.13, 0.05, -0.07], [0.01, -0.01, -0.03], [-0.01, -0.02, -0.01], [0.01, 0.05, 0.01], [-0.01, -0.02, 0.02], [-0.10, 0.09, 0.29], [0.13, -0.26, -0.11], [-0.20, 0.31, 0.27], [0.20, 0.05, 0.05], [-0.05, -0.06, -0.12], [-0.14, 0.00, 0.11], [-0.04, 0.15, 0.07]],
  "mulliken_charge": [-1.488, -0.323, 0.550, -0.327, -0.309, -0.909, 0.100, 1.435, -0.492, 0.156, -0.350, 0.292, -0.310, -0.600, -0.753, -0.469, 0.188, -0.921, -0.927, 2.577, 0.540, -0.759, -0.683, -0.756, -0.928, -0.394, 0.390, -0.252, -1.137, -0.838, 1.581, -1.017, -1.330, 1.178, 2.253, -1.843, 0.380, 0.419, 0.443, 1.048, 0.450, 0.280, 0.427, 0.399, 0.448, 0.486, 0.537, 0.408, 0.439, 0.408, 0.336, -0.335, 0.593, -1.896, 1.443, -0.393, -1.004, -0.821, -0.635, 0.406, 0.916, -0.130, -1.108, -0.891, -0.889, -0.296, 0.933, -0.129, -1.088, -0.633, -0.831, -0.239, 0.274, 0.270, 0.467, 0.216, 0.330, 0.377, 0.022, 0.528, -0.558, 0.295, -0.183, 0.338, 0.265, 0.412, 0.537, 0.287, 0.084, 0.371, 0.622, -0.152, 0.045, -0.125, 0.487, 0.398, 0.227, 0.465, 0.192, 0.460, 0.001, 0.452, -0.656, 0.658, -1.561, 0.938, 0.582, -0.657, 0.420, 0.449, 0.211, 0.354, -0.245, -1.341, 0.041, 1.151, -0.159, -0.324, -0.270],
  "gap_ev": 7.77,
  "e_lumo_ha": 0.0032,
  "de_lowest_kj_mol": 168.61
}

# 2
{
  "formula": "C5H14",
  "method": "the ωB97M-V functional and the def2-TZVPD basis",
  "elements": ["C", "C", "C", "H", "H", "H", "H", "H", "H", "H", "H", "C", "C", "H", "H", "H", "H", "H", "H"],
  "xyz": [[1.04395, 0.21880, 1.79342], [1.06995, 1.62904, 1.05608], [-0.18547, 1.72339, 0.25056], [1.24872, -0.68487, 1.07985], [0.33483, 0.15604, 2.58685], [2.00132, 0.28473, 2.47947], [1.10800, 2.37561, 1.80791], [1.95106, 1.72587, 0.24396], [-0.53255, 0.81616, -0.26203], [-1.11895, 2.27672, 0.67773], [-0.14241, 2.40789, -0.59354], [-1.18565, -1.01773, -1.69441], [-0.47214, -2.23939, -1.11725], [-1.95186, -0.56823, -1.00478], [-0.58087, -0.02399, -1.78933], [-1.91994, -1.17879, -2.56068], [-0.83498, -2.51536, -0.17118], [0.60466, -2.18621, -0.98357], [-0.43769, -3.19970, -1.79906]],
  "atomic_forces_ev_per_a": [[4.84, 0.66, -0.26], [0.59, -2.54, -1.86], [-3.14, 2.03, -1.17], [-1.02, 1.65, 1.48], [-1.34, -0.39, -0.21], [-1.30, -0.52, -1.35], [0.38, 0.90, 0.45], [-1.55, -0.34, 2.36], [0.30, 0.15, 1.00], [1.46, -1.53, 0.36], [0.88, 0.25, -0.42], [-1.58, 2.47, -0.20], [1.01, -1.77, -2.45], [0.61, -0.95, 0.17], [-0.54, -2.33, -0.81], [1.79, -0.03, 0.64], [-0.76, -0.49, 1.15], [0.22, 0.95, 0.05], [-0.86, 1.84, 1.07]],
  "nbo_charge": [-0.623, -0.403, -0.637, 0.218, 0.215, 0.197, 0.207, 0.200, 0.211, 0.205, 0.206, -0.647, -0.632, 0.211, 0.216, 0.222, 0.212, 0.213, 0.210],
  "gap_ev": 12.08,
  "e_lumo_ha": 0.0415,
  "de_lowest_kj_mol": 198.30
}

# 3
{
  "formula": "C5H7BaO3",
  "method": "the ωB97M-V functional and the def2-TZVPD basis",
  "elements": ["O", "C", "O", "Ba", "O", "C", "H", "H", "C", "H", "C", "C", "H", "H", "H", "H"],
  "xyz": [[-1.57355, 1.19504, -0.60867], [-0.31698, 1.15441, -0.21654], [0.01532, 1.02164, 0.99759], [2.78120, 1.24091, 0.46224], [0.57785, 1.23443, -1.10579], [-2.60641, 1.15111, 0.32396], [-2.27826, 1.27531, 1.35583], [-4.56590, 1.83858, 0.63369], [-3.85376, 1.47123, -0.10588], [-4.06929, 1.59372, -1.16822], [-3.61161, -1.71663, 0.79469], [-4.80807, -1.40927, 0.21506], [-2.78806, -2.13903, 0.21101], [-4.96015, -1.56540, -0.85623], [-3.50874, -1.70327, 1.88359], [-5.68642, -1.18378, 0.82523]],
  "atomic_forces_ev_per_a": [[-0.01, -0.67, -0.45], [1.15, -0.45, 0.68], [0.55, 0.17, 0.48], [-2.70, -0.13, -0.64], [1.00, 0.25, -0.33], [-1.84, 2.76, -0.32], [-0.13, -0.62, -0.25], [-0.03, -0.75, -0.23], [2.19, 0.31, 0.63], [0.02, -0.18, 0.34], [-2.21, -0.34, -0.69], [1.68, -1.48, 0.94], [-0.19, 0.43, 0.15], [0.06, 0.29, 0.33], [0.09, 0.16, -0.39], [0.36, 0.24, -0.25]],
  "mulliken_charge": [-0.290, 1.068, -0.871, 1.783, -0.866, 0.163, 0.277, 0.285, -0.826, 0.271, -0.498, -0.502, 0.241, 0.256, 0.248, 0.262],
  "gap_ev": 5.47,
  "e_lumo_ha": -0.1913,
  "charge": 1
}

HOMO level values (in hartree) by entry order: -0.282, -0.402, -0.392.